(1)
Computed, not measured: a cluster of 2 separate species, C4H14N2O2 in total in a non-equilibrium geometry, with the ωB97M-V functional and the def2-TZVPD basis.

Each line ends with the Mulliken charge.
Geometry (Å):
C  0.684  2.490  0.218  -1.451
C  0.224  1.041  0.067  0.756
N  0.939  0.485  -1.097  -0.562
C  0.370  0.213  1.327  -1.262
N  -0.157  -1.140  1.382  -0.298
C  0.399  -2.173  0.548  -0.461
O  -0.276  -2.391  -0.685  -0.502
H  0.228  3.111  -0.547  0.324
H  0.598  2.901  1.236  0.362
H  1.784  2.504  0.127  0.345
H  -0.835  1.076  -0.180  0.276
H  1.758  -0.022  -0.806  0.289
H  0.348  -0.054  -1.703  0.271
H  -0.073  0.705  2.192  0.437
H  1.423  0.148  1.610  0.406
H  -1.182  -1.181  1.297  0.265
H  1.437  -1.900  0.333  0.284
H  0.384  -3.131  1.081  0.278
H  -1.190  -2.089  -0.614  0.341
O  -2.517  -0.250  -1.589  -0.630
H  -1.593  -0.485  -1.751  0.229
H  -2.751  0.143  -2.444  0.303

The value obtained for the orbital gap is 9.51 eV. Its SMILES is C[C@@H](N)CNCO.O. For the total energy, the calculation gives -11449.55687 eV. Its total charge is 0. The calculation puts the HOMO energy at -8.85 eV. The calculation puts the molar mass at 122.168 g mol⁻¹.


(2)
Computed, not measured: a structure of composition C34H33AsMoN2S4 in a non-equilibrium geometry, with the ωB97M-V functional and the def2-TZVPD basis.

Each line ends with the Mulliken charge.
Geometry (Å):
Mo  -0.255  -0.037  -0.186  0.246
S  -0.100  -1.133  -2.988  -0.324
C  -1.515  -2.089  -2.737  0.690
C  -2.407  -2.326  -3.799  -0.803
C  -3.559  -3.067  -3.638  -0.462
C  -3.883  -3.628  -2.405  -0.746
C  -3.021  -3.436  -1.342  -0.792
C  -1.865  -2.678  -1.505  0.404
S  -0.855  -2.460  -0.054  -0.002
C  0.726  -3.211  -0.574  -1.483
C  1.922  -2.321  -0.462  0.709
C  3.186  -2.869  -0.318  -0.901
C  4.294  -2.044  -0.403  -0.599
C  4.112  -0.699  -0.679  -1.037
C  2.824  -0.210  -0.797  0.366
C  2.544  1.206  -1.165  -0.906
S  1.207  1.915  -0.147  -0.237
C  2.032  1.985  1.426  0.084
C  2.853  3.079  1.683  -0.503
C  3.523  3.179  2.887  -0.642
C  3.351  2.178  3.840  -0.539
C  2.526  1.101  3.591  -0.870
C  1.844  0.974  2.372  1.100
S  0.808  -0.406  2.133  -0.415
N  1.750  -1.001  -0.631  1.219
H  -2.168  -1.892  -4.762  0.425
H  -4.219  -3.209  -4.484  0.392
H  -4.786  -4.209  -2.282  0.399
H  -3.234  -3.871  -0.372  0.411
H  0.598  -3.422  -1.640  0.401
H  0.866  -4.143  -0.030  0.616
H  3.294  -3.931  -0.150  0.485
H  5.289  -2.448  -0.276  0.418
H  4.955  -0.032  -0.796  0.484
H  2.150  1.237  -2.186  0.400
H  3.436  1.828  -1.107  0.542
H  2.956  3.852  0.930  0.489
H  4.164  4.026  3.087  0.381
H  3.863  2.246  4.791  0.371
H  2.392  0.330  4.338  0.467
C  -2.382  -0.747  3.046  -1.428
As  -2.160  0.444  1.524  1.205
C  -2.296  2.178  2.404  -1.351
C  -3.910  0.258  0.632  -0.550
C  -5.087  0.367  1.543  -0.057
C  -5.649  -0.769  2.125  -0.162
C  -6.725  -0.666  2.993  -0.705
C  -7.260  0.578  3.295  -0.463
C  -6.716  1.715  2.716  -0.677
C  -5.640  1.609  1.847  -0.240
H  -3.289  -0.483  3.589  0.481
H  -1.513  -0.648  3.690  0.491
H  -2.449  -1.779  2.701  0.323
H  -3.101  2.178  3.139  0.449
H  -2.480  2.952  1.656  0.309
H  -1.344  2.375  2.897  0.402
H  -3.880  -0.710  0.127  0.308
H  -3.935  1.024  -0.142  0.198
H  -5.238  -1.744  1.887  0.413
H  -7.149  -1.560  3.432  0.396
H  -8.101  0.660  3.970  0.379
H  -7.135  2.688  2.935  0.390
H  -5.228  2.500  1.387  0.433
N  -1.433  0.869  -1.147  -0.396
C  -2.248  1.673  -1.852  -0.569
C  -2.316  3.046  -1.552  0.009
C  -3.161  3.870  -2.275  -0.791
C  -3.971  3.350  -3.273  -0.434
C  -3.921  1.989  -3.561  -0.659
C  -3.065  1.152  -2.875  0.233
H  -1.694  3.445  -0.759  0.428
H  -3.198  4.927  -2.044  0.379
H  -4.639  3.999  -3.824  0.393
H  -4.551  1.580  -4.341  0.405
H  -2.999  0.096  -3.101  0.220

The value obtained for the orbital gap is 6.07 eV. For the total energy, the calculation gives -144810.89245 eV. Its total charge is 0. The calculation puts the HOMO energy at -6.20 eV. The calculation puts the molar mass at 768.782 g mol⁻¹.


(3)
Computed, not measured: the molecule C5H11NO2 in a non-equilibrium geometry, with the ωB97M-V functional and the def2-TZVPD basis.

Each line ends with the Mulliken charge.
Geometry (Å):
O  -0.240  -1.635  -1.967  -0.468
C  0.373  -2.243  -1.084  0.020
C  1.278  -1.643  -0.024  -0.842
C  0.963  -0.148  -0.020  0.127
C  -0.201  0.079  0.845  -0.775
N  -0.583  1.447  1.199  -0.339
C  -1.525  2.014  0.301  -0.166
O  -0.974  1.922  -0.998  -0.622
H  0.315  -3.325  -1.092  0.394
H  1.109  -2.220  1.047  0.278
H  2.308  -1.986  -0.043  0.386
H  0.615  0.076  -1.146  0.086
H  1.951  0.391  0.169  0.226
H  0.070  -0.498  1.719  0.288
H  -1.123  -0.392  0.378  0.312
H  0.210  2.100  1.250  0.265
H  -1.675  3.073  0.457  0.278
H  -2.643  1.835  0.316  0.165
H  -0.229  1.153  -1.307  0.387

The value obtained for the orbital gap is 9.67 eV. Its SMILES is O=CCCCNCO. For the total energy, the calculation gives -10945.26966 eV. Its total charge is 0. The calculation puts the HOMO energy at -8.92 eV. The calculation puts the molar mass at 117.148 g mol⁻¹.


(4)
Computed, not measured: a structure of composition C39H60BGe2N8PbS5Si2Te, with the ωB97M-V functional and the def2-TZVPD basis.

Each line ends with the Mulliken charge.
Geometry (Å):
Pb  0.244  -1.309  -0.067  1.242
C  1.188  -0.135  4.521  -1.765
C  0.555  0.221  3.321  -0.634
N  0.246  -0.853  2.611  0.201
N  0.667  -1.919  3.324  0.884
C  1.238  -1.508  4.479  -0.310
B  0.447  -3.405  2.904  0.211
N  1.554  -3.885  1.912  -0.261
C  2.367  -4.959  1.944  0.016
C  3.029  -5.050  0.739  -1.560
C  2.548  -3.972  -0.002  -0.512
N  1.662  -3.275  0.699  0.250
N  -0.930  -3.597  2.192  0.929
C  -1.793  -4.617  2.372  -0.328
C  -2.804  -4.510  1.444  -1.676
C  -2.467  -3.378  0.699  -0.513
N  -1.346  -2.834  1.152  0.669
N  0.395  -4.193  4.219  0.815
C  -0.578  -4.016  5.148  -0.385
C  -0.251  -4.753  6.257  -1.004
C  0.977  -5.351  5.915  -0.420
N  1.364  -5.008  4.700  -1.142
H  1.550  0.511  5.302  0.533
H  0.302  1.202  2.947  0.573
H  1.636  -2.217  5.186  0.477
H  2.419  -5.563  2.830  0.551
H  3.755  -5.786  0.442  0.449
H  2.794  -3.676  -1.011  0.504
H  -1.629  -5.352  3.141  0.446
H  -3.653  -5.159  1.320  0.479
H  -2.971  -2.939  -0.149  0.479
H  -1.422  -3.374  4.953  0.525
H  -0.807  -4.844  7.173  0.442
H  1.592  -6.014  6.503  0.466
S  -4.176  -1.046  -6.481  -0.211
C  -3.339  -1.079  -5.078  0.102
S  -2.148  -2.273  -4.685  -0.093
C  -1.654  -1.670  -3.114  -0.102
C  -2.239  -0.502  -2.754  -0.120
S  -2.191  0.097  -1.079  -1.005
S  -3.471  0.118  -3.842  -0.036
S  -0.533  -2.729  -2.298  -0.440
C  -6.063  0.340  2.000  -1.152
C  -5.037  -0.313  1.071  -0.593
Ge  -3.205  0.109  1.631  0.415
C  -3.012  -0.454  3.515  0.837
C  -2.909  0.698  4.514  -1.401
C  -3.081  2.075  1.552  -1.369
C  -2.578  2.927  0.652  0.674
Ge  -1.570  2.315  -0.930  0.881
C  0.305  2.406  -0.358  0.984
C  1.074  3.628  -0.869  -1.478
C  -1.800  2.853  -2.802  -0.167
C  -1.437  4.241  -3.336  -1.382
C  -2.526  4.399  0.916  -0.023
C  -2.609  4.925  2.209  -0.565
C  -2.533  6.289  2.432  -0.749
C  -2.361  7.171  1.371  -0.440
C  -2.268  6.669  0.085  -0.658
C  -2.348  5.299  -0.130  0.140
H  -7.084  0.078  1.712  0.407
H  -5.986  1.429  1.972  0.241
H  -5.929  0.025  3.037  0.283
H  -5.162  0.030  0.043  0.358
H  -5.158  -1.400  1.066  0.425
H  -2.125  -1.087  3.566  -0.928
H  -3.877  -1.089  3.723  0.624
H  -2.124  1.405  4.233  0.217
H  -2.667  0.336  5.516  0.413
H  -3.845  1.256  4.584  0.381
H  -3.496  2.529  2.454  0.536
H  0.822  1.487  -0.646  -0.364
H  0.269  2.423  0.734  -0.001
H  1.187  3.610  -1.954  0.348
H  2.078  3.662  -0.438  0.199
H  0.574  4.561  -0.602  0.417
H  -2.834  2.631  -3.066  0.285
H  -1.189  2.095  -3.304  0.300
H  -2.123  5.013  -2.991  0.446
H  -1.504  4.235  -4.425  0.439
H  -0.427  4.549  -3.071  0.215
H  -2.715  4.262  3.058  0.421
H  -2.598  6.667  3.445  0.400
H  -2.292  8.236  1.551  0.392
H  -2.137  7.338  -0.756  0.418
H  -2.295  4.925  -1.141  0.073
C  3.717  0.509  0.994  -0.173
Si  4.773  0.931  -0.487  0.079
C  5.612  2.579  -0.249  -1.084
C  6.036  -0.403  -0.792  -1.052
C  3.642  1.060  -1.986  -0.036
Te  2.641  -0.787  -2.357  -0.035
C  1.558  -0.123  -4.083  0.403
Si  2.148  -0.938  -5.667  0.236
C  1.985  -2.783  -5.486  -0.923
C  1.085  -0.327  -7.072  -1.033
C  3.927  -0.452  -5.959  -1.031
H  4.332  0.316  1.876  0.573
H  3.118  -0.391  0.819  -0.326
H  3.029  1.323  1.238  0.152
H  6.270  2.565  0.624  0.325
H  4.881  3.377  -0.102  0.317
H  6.219  2.834  -1.120  0.321
H  6.797  -0.417  -0.008  0.321
H  6.540  -0.243  -1.748  0.318
H  5.570  -1.390  -0.824  0.303
H  4.195  1.318  -2.892  0.653
H  2.871  1.813  -1.817  -0.533
H  1.676  0.963  -4.104  0.472
H  0.507  -0.352  -3.889  -0.658
H  1.011  -3.049  -5.068  0.281
H  2.753  -3.187  -4.823  0.291
H  2.085  -3.275  -6.456  0.370
H  0.037  -0.601  -6.921  0.288
H  1.410  -0.765  -8.019  0.333
H  1.138  0.760  -7.170  0.319
H  4.552  -0.728  -5.106  0.268
H  4.017  0.627  -6.115  0.300
H  4.331  -0.949  -6.844  0.331

The value obtained for the orbital gap (spin up / spin down) is 6.83 / 6.92 eV. For the total energy, the calculation gives -249522.13795 eV. Its total charge is 0. The calculation puts the HOMO energy (spin up / spin down) at -6.67 / -7.46 eV. Its spin multiplicity is 2. The calculation puts the molar mass at 1348.304 g mol⁻¹.


(5)
Computed, not measured: a structure of composition C12H28BNOP2Pd in a non-equilibrium geometry, with the ωB97M-V functional and the def2-TZVPD basis.

Each line ends with the Mulliken charge.
Geometry (Å):
Pd  -0.057  0.602  -1.022  -0.749
H  -1.016  1.914  3.246  0.032
H  -0.589  0.676  0.373  0.289
P  -2.278  1.252  -1.173  1.130
C  -3.287  -0.020  -0.342  -1.129
H  -4.352  0.215  -0.490  0.409
H  -3.065  -1.000  -0.790  0.316
H  -3.067  -0.058  0.731  0.325
C  -2.844  2.840  -0.496  -1.041
H  -2.335  3.664  -1.018  0.349
H  -3.930  2.926  -0.663  0.412
H  -2.621  2.919  0.576  0.200
C  -2.823  1.205  -2.903  -1.242
H  -2.647  0.200  -3.312  0.367
H  -3.892  1.446  -2.953  0.396
H  -2.242  1.943  -3.478  0.344
C  0.085  -0.364  -2.639  0.081
O  0.109  -1.084  -3.541  -0.264
H  1.211  2.549  1.729  0.211
H  -0.157  3.505  0.969  0.236
H  -1.651  3.515  2.946  -0.084
H  0.150  2.988  3.988  -0.039
B  -0.490  3.101  2.969  0.144
N  0.372  3.271  1.870  -0.415
H  -1.674  0.967  3.698  -0.303
H  -2.091  0.720  4.304  0.265
C  1.211  -0.739  1.932  -0.991
P  1.642  -0.406  0.205  1.058
C  3.219  0.477  0.224  -1.473
C  1.986  -2.059  -0.487  0.647
C  1.161  -3.139  -0.182  -0.130
C  1.410  -4.422  -0.724  -0.826
C  2.494  -4.572  -1.599  -0.424
C  3.316  -3.499  -1.905  -0.609
C  3.074  -2.228  -1.358  -0.422
H  0.807  0.158  2.422  0.232
H  2.128  -1.048  2.451  0.423
H  0.478  -1.551  1.989  0.351
H  4.035  -0.237  0.414  0.452
H  3.381  0.980  -0.738  0.386
H  3.213  1.235  1.020  0.376
H  0.285  -3.017  0.478  0.148
H  0.767  -5.250  -0.479  0.448
H  2.676  -5.559  -2.053  0.370
H  4.167  -3.623  -2.584  0.376
H  3.732  -1.391  -1.605  0.366

The value obtained for the orbital gap (spin up / spin down) is 4.60 / 6.18 eV. For the total energy, the calculation gives -39156.90017 eV. Its total charge is +1. The calculation puts the HOMO energy (spin up / spin down) at -8.02 / -12.20 eV. Its spin multiplicity is 4. The calculation puts the molar mass at 381.542 g mol⁻¹.


(6)
Computed, not measured: the molecule C5H11NO in a non-equilibrium geometry, with the ωB97M-V functional and the def2-TZVPD basis.

Each line ends with the Mulliken charge.
Geometry (Å):
C  -0.564  -1.544  -2.058  -0.727
N  -0.105  -0.193  -1.782  -0.104
C  -0.393  0.527  -0.599  -0.080
O  -1.277  1.341  -0.554  -0.529
C  0.474  0.288  0.631  0.849
C  -0.372  -0.395  1.726  -1.373
C  0.979  1.637  1.153  -1.468
H  0.227  -2.105  -2.545  0.321
H  -0.696  -2.077  -1.104  0.205
H  -1.535  -1.544  -2.558  0.273
H  0.367  0.306  -2.523  0.239
H  1.283  -0.405  0.396  0.265
H  -1.293  0.163  1.877  0.325
H  0.195  -0.444  2.647  0.388
H  -0.647  -1.421  1.455  0.322
H  1.626  1.457  2.018  0.410
H  1.603  2.150  0.417  0.368
H  0.128  2.257  1.402  0.317

The value obtained for the orbital gap is 9.86 eV. Its SMILES is CNC(=O)C(C)C. For the total energy, the calculation gives -8900.46067 eV. Its total charge is 0. The calculation puts the HOMO energy at -8.91 eV. The calculation puts the molar mass at 101.149 g mol⁻¹.